Here is a structure of composition C11H23HfN2O4P2 at a distorted geometry from the Open Molecules 2025 dataset. Energies are from ωB97M-V with the def2-TZVPD basis set.

Max |F| in eV Å⁻¹: 3.4
Highest occupied orbital energy in Ha: -0.692
Charge: +3
E_LUMO in eV: -14.550

CARTESIAN COORDINATES (ANGSTROEM)
Hf (0.029, 0.000, 1.614)
P (-2.389, 0.339, 0.792)
C (-2.161, 0.799, -0.906)
C (-0.865, 1.185, -1.353)
N (0.270, 0.902, -0.563)
C (1.488, 1.300, -1.033)
C (1.651, 2.053, -2.206)
C (0.531, 2.371, -2.982)
C (-0.710, 1.924, -2.571)
C (2.715, 0.983, -0.182)
P (2.452, -0.520, 0.881)
H (-1.625, 2.163, -3.127)
H (2.658, 2.374, -2.489)
H (0.641, 2.950, -3.901)
H (3.616, 0.785, -0.787)
H (2.932, 1.808, 0.529)
H (-2.236, -1.353, -2.736)
H (-3.038, 0.978, -1.552)
H (-0.655, -3.686, -1.315)
O (-1.998, -2.274, -2.963)
H (-2.631, -2.496, -3.667)
H (-0.264, -1.674, 1.716)
O (-0.222, -4.117, -0.544)
H (0.513, -3.547, -0.320)
C (2.890, -1.917, -0.218)
H (3.944, -1.812, -0.564)
H (2.729, -2.859, 0.352)
H (2.178, -1.916, -1.072)
C (3.725, -0.455, 2.190)
H (3.614, -1.373, 2.808)
H (4.747, -0.370, 1.754)
H (3.485, 0.416, 2.840)
C (-3.095, 1.800, 1.647)
H (-4.074, 2.038, 1.197)
H (-3.177, 1.592, 2.729)
H (-2.398, 2.647, 1.515)
C (-3.488, -1.102, 1.008)
H (-3.611, -1.263, 2.098)
H (-4.448, -0.899, 0.497)
H (-2.948, -1.970, 0.584)
O (-0.523, 0.478, 3.957)
N (-0.322, 1.710, 3.786)
O (0.070, 2.010, 2.559)

***

Here is a structure of composition C37H32CuNO2S4Sb2 from the Open Molecules 2025 dataset. Energies are from ωB97M-V with the def2-TZVPD basis set.

Max |F| in eV Å⁻¹: 0.6
Highest occupied orbital energy (spin up / spin down) in Ha: -0.117 / -0.117
Spin multiplicity: 2
Charge: -1
E_LUMO (spin up / spin down) in eV: 2.162 / 1.650

CARTESIAN COORDINATES (ANGSTROEM)
Cu (1.567, -0.253, 1.275)
C (-1.895, -1.350, 2.909)
C (-2.438, -0.008, 2.392)
C (-1.372, 0.935, 1.882)
Sb (-2.692, -0.029, -1.788)
C (-1.962, 0.459, -3.737)
C (-2.802, 0.781, -4.806)
C (-2.268, 1.078, -6.056)
C (-0.892, 1.065, -6.245)
C (-0.049, 0.741, -5.189)
C (-0.583, 0.422, -3.946)
C (-4.475, 1.130, -1.894)
C (-5.667, 0.573, -1.422)
C (-6.846, 1.313, -1.428)
C (-6.836, 2.619, -1.898)
C (-5.650, 3.186, -2.358)
C (-4.476, 2.446, -2.356)
Sb (-1.747, -2.979, 1.482)
C (-1.686, -4.395, 3.105)
C (-0.792, -4.231, 4.171)
C (-0.831, -5.088, 5.264)
C (-1.769, -6.115, 5.317)
C (-2.668, -6.282, 4.271)
C (-2.622, -5.427, 3.172)
C (0.341, -3.090, 0.987)
C (1.215, -4.009, 1.566)
C (2.558, -4.039, 1.200)
C (3.046, -3.167, 0.239)
C (2.180, -2.275, -0.384)
C (0.837, -2.238, -0.010)
H (-2.571, -1.774, 3.653)
H (-0.918, -1.214, 3.379)
H (-2.949, 0.515, 3.206)
H (-3.181, -0.155, 1.599)
H (-0.647, 1.162, 2.668)
H (-1.826, 1.861, 1.536)
H (-3.876, 0.817, -4.662)
H (-2.929, 1.323, -6.882)
H (-0.475, 1.308, -7.216)
H (1.025, 0.742, -5.326)
H (0.088, 0.165, -3.130)
H (-5.678, -0.445, -1.043)
H (-7.767, 0.874, -1.062)
H (-7.751, 3.200, -1.902)
H (-5.644, 4.208, -2.717)
H (-3.552, 2.895, -2.705)
H (-0.061, -3.426, 4.155)
H (-0.127, -4.951, 6.079)
H (-1.802, -6.780, 6.173)
H (-3.403, -7.077, 4.309)
H (-3.326, -5.571, 2.357)
H (0.859, -4.703, 2.315)
H (3.229, -4.738, 1.683)
H (4.100, -3.166, -0.015)
H (2.546, -1.599, -1.149)
H (0.163, -1.568, -0.536)
S (1.813, -1.070, 3.337)
S (5.044, -1.520, 3.080)
S (4.800, 0.153, 4.006)
S (2.701, 0.520, 4.189)
O (-1.711, 1.504, -0.926)
C (-0.527, 1.161, -0.319)
O (-0.665, 0.323, 0.786)
C (0.706, 1.536, -0.739)
C (0.830, 2.443, -1.879)
C (2.033, 2.857, -2.288)
C (3.241, 2.409, -1.620)
C (4.518, 2.807, -2.023)
C (5.654, 2.360, -1.377)
C (5.508, 1.485, -0.293)
C (4.260, 1.078, 0.130)
C (3.082, 1.532, -0.517)
N (1.858, 1.111, -0.079)
H (-0.081, 2.773, -2.364)
H (2.125, 3.543, -3.125)
H (4.607, 3.486, -2.867)
H (6.638, 2.681, -1.700)
H (6.387, 1.118, 0.227)
H (4.147, 0.402, 0.974)

***

Here is a structure of composition C22H35BN10O3RuS at a distorted geometry from the Open Molecules 2025 dataset. Energies are from ωB97M-V with the def2-TZVPD basis set.

Max |F| in eV Å⁻¹: 4.7
Highest occupied orbital energy (spin up / spin down) in Ha: -0.398 / -0.398
Spin multiplicity: 2
Charge: +1
E_LUMO (spin up / spin down) in eV: -4.967 / -4.745

CARTESIAN COORDINATES (ANGSTROEM)
Ru (0.282, -0.261, -0.638)
C (-3.322, 0.337, -2.143)
C (-2.937, 1.058, -0.897)
C (-3.733, 1.936, -0.162)
C (-2.933, 2.395, 0.871)
C (-3.306, 3.353, 1.943)
N (-1.727, 1.806, 0.743)
N (-1.728, 0.992, -0.329)
B (-0.487, 2.098, 1.610)
N (-0.073, 0.825, 2.368)
N (0.270, -0.332, 1.764)
C (0.529, -1.232, 2.716)
C (0.930, -2.638, 2.459)
C (0.348, -0.639, 3.965)
C (-0.034, 0.667, 3.707)
C (-0.347, 1.723, 4.698)
N (0.664, 2.560, 0.703)
N (1.073, 1.848, -0.356)
C (2.012, 2.539, -1.005)
C (2.626, 2.034, -2.259)
C (2.223, 3.738, -0.327)
C (1.346, 3.724, 0.751)
C (1.157, 4.765, 1.792)
H (-4.115, 0.877, -2.655)
H (-2.468, 0.268, -2.813)
H (-3.691, -0.668, -1.932)
H (-4.748, 2.210, -0.367)
H (-4.353, 3.622, 1.834)
H (-3.162, 2.912, 2.926)
H (-2.703, 4.257, 1.893)
H (-0.737, 2.947, 2.377)
H (0.888, -2.861, 1.398)
H (1.943, -2.811, 2.818)
H (0.269, -3.311, 3.000)
H (0.476, -1.096, 4.924)
H (-0.205, 1.329, 5.700)
H (0.305, 2.583, 4.565)
H (-1.377, 2.058, 4.596)
H (2.071, 1.158, -2.604)
H (2.600, 2.804, -3.028)
H (3.665, 1.754, -2.097)
H (2.909, 4.517, -0.586)
H (1.864, 5.577, 1.638)
H (0.147, 5.170, 1.758)
H (1.303, 4.352, 2.788)
C (3.343, -1.819, -2.821)
C (3.399, -1.803, -1.302)
C (4.779, -2.136, -0.766)
O (2.923, -0.569, -0.826)
C (2.325, -2.959, -0.828)
O (2.793, -4.049, -0.625)
O (1.163, -2.531, -0.757)
H (4.055, -1.096, -3.216)
H (2.346, -1.548, -3.160)
H (3.590, -2.806, -3.201)
H (5.487, -1.384, -1.116)
H (5.094, -3.113, -1.122)
H (4.792, -2.154, 0.322)
H (3.239, -0.436, 0.080)
C (-3.717, -4.196, -1.357)
C (-2.818, -3.511, -2.302)
N (-2.792, -3.661, -3.583)
N (-1.845, -2.826, -4.047)
C (-1.268, -2.118, -3.057)
S (-0.151, -0.895, -3.229)
N (-1.879, -2.571, -1.915)
N (-1.589, -2.140, -0.633)
H (-4.389, -4.838, -1.917)
H (-4.304, -3.473, -0.791)
H (-3.149, -4.802, -0.654)
H (-1.652, -2.764, -5.035)
H (-1.053, -2.845, -0.122)
H (-2.438, -1.900, -0.123)

***

Here is the molecule C25H29N3O5S2 at a distorted geometry from the Open Molecules 2025 dataset. Energies are from ωB97M-V with the def2-TZVPD basis set.

SMILES string: CCCN(CCC)S(=O)(=O)c1ccc(C(=O)Nc2nc(-c3ccccc3)c(C(=O)OCC)s2)cc1
Max |F| in eV Å⁻¹: 1.5
Highest occupied orbital energy in Ha: -0.317
Charge: 0
E_LUMO in eV: -0.426

CARTESIAN COORDINATES (ANGSTROEM)
C (-0.135, -3.299, -0.561)
C (0.853, -2.238, -1.030)
C (2.220, -2.440, -0.371)
N (3.214, -1.491, -0.830)
S (3.803, -0.446, 0.332)
O (5.101, 0.008, -0.071)
O (3.667, -1.007, 1.650)
C (2.672, 0.952, 0.256)
C (2.559, 1.764, 1.370)
C (1.656, 2.816, 1.364)
C (0.854, 3.027, 0.250)
C (1.011, 2.232, -0.883)
C (1.929, 1.198, -0.881)
H (2.059, 0.568, -1.743)
H (0.412, 2.422, -1.763)
C (-0.166, 4.113, 0.226)
O (0.062, 5.289, 0.347)
N (-1.452, 3.664, -0.035)
C (-1.880, 2.372, 0.081)
N (-1.320, 1.489, 0.830)
C (-1.912, 0.270, 0.755)
C (-2.976, 0.217, -0.128)
C (-3.765, -0.897, -0.640)
O (-3.542, -2.069, -0.455)
O (-4.760, -0.435, -1.415)
C (-5.613, -1.404, -2.021)
C (-6.701, -1.866, -1.063)
H (-7.271, -1.013, -0.701)
H (-7.372, -2.549, -1.577)
H (-6.256, -2.382, -0.216)
H (-5.005, -2.257, -2.343)
H (-6.040, -0.899, -2.890)
S (-3.253, 1.785, -0.840)
C (-1.386, -0.773, 1.628)
C (-0.043, -0.696, 2.001)
C (0.509, -1.637, 2.847)
C (-0.282, -2.659, 3.349)
C (-1.624, -2.726, 3.006)
C (-2.179, -1.792, 2.151)
H (-3.224, -1.850, 1.898)
H (-2.244, -3.513, 3.408)
H (0.144, -3.399, 4.011)
H (1.556, -1.570, 3.104)
H (0.562, 0.108, 1.615)
H (-2.140, 4.376, -0.250)
H (1.547, 3.453, 2.228)
H (3.163, 1.545, 2.236)
C (4.174, -1.907, -1.841)
C (4.285, -0.898, -2.986)
C (3.099, -0.951, -3.941)
H (3.050, -1.921, -4.431)
H (3.195, -0.186, -4.708)
H (2.162, -0.792, -3.413)
H (4.392, 0.097, -2.554)
H (5.199, -1.117, -3.541)
H (5.158, -2.014, -1.373)
H (3.865, -2.879, -2.232)
H (2.565, -3.464, -0.552)
H (2.121, -2.309, 0.708)
H (0.960, -2.292, -2.115)
H (0.477, -1.246, -0.772)
H (0.154, -4.281, -0.929)
H (-0.164, -3.333, 0.524)
H (-1.139, -3.076, -0.914)